ORCA calculation (wB97M-V/def2-TZVPD) on a 3-piece molecular cluster, C15H18N3O8P overall.

Last column: Mulliken charge in e.
Element x y z (Å)
P  -1.97837  -2.44215  0.02466  0.73
O  -1.21905  -2.44362  -1.54164  -0.36
O  -3.58495  -1.70189  -0.14122  -0.54
O  2.25337  1.94977  4.30727  -0.59
O  1.30880  3.71073  5.21297  -0.59
O  1.92709  -0.87994  -2.90314  -0.63
O  -2.29213  -4.13513  0.45172  -0.46
O  3.04463  -0.47424  -4.74704  -0.57
O  -1.19146  -1.66268  1.15219  -0.45
N  0.76221  -4.53893  -0.37263  -0.67
N  2.18731  -0.18815  -3.89800  0.95
N  1.26323  2.58091  4.70392  0.97
C  1.08626  -3.19838  -0.52907  0.62
C  -0.15075  0.66532  4.00578  -0.50
C  -2.45639  2.04809  4.79233  -0.35
C  0.46109  1.42541  -3.14122  0.10
C  -0.27570  2.59518  -3.33731  -0.70
C  -0.05392  1.95012  4.55658  0.11
C  -1.20432  2.64348  4.95734  -0.37
C  -1.40819  0.07906  3.84834  -0.21
C  2.40870  -2.67244  0.34901  -0.85
C  1.42528  1.05204  -4.08694  0.16
C  0.91566  3.01187  -5.40466  -0.46
C  -0.05074  3.38212  -4.46811  -0.36
C  -2.55629  0.77152  4.23688  -0.52
C  0.22046  -2.14898  -1.47325  0.17
C  1.66062  1.84587  -5.21796  -0.43
H  -3.53517  0.31368  4.10500  0.36
H  0.27161  0.82127  -2.25642  0.31
H  -2.64560  -4.58034  -0.39089  0.34
H  -0.63303  4.28921  -4.62087  0.37
H  2.41003  1.57106  -5.95704  0.44
H  1.43628  -5.01853  0.26520  0.26
H  -1.49407  -0.91669  3.41895  0.42
H  0.73422  0.11393  3.69505  0.48
H  3.16274  -2.04287  -0.30389  0.23
H  -1.02857  2.89198  -2.61043  0.38
H  0.63564  -2.28277  -2.58018  0.30
H  -3.94275  -1.62176  0.81168  0.34
H  2.08498  -2.01424  1.28372  0.09
H  1.08625  3.63118  -6.28268  0.37
H  3.00871  -3.59214  0.80708  0.36
H  0.44528  -1.00771  -1.20692  -0.04
H  -1.14333  3.63894  5.39172  0.42
H  -3.35565  2.58084  5.09410  0.37

Summary:
- SMILES string: [H]/N=C(\C)COP(=O)(O)O.O=[N+]([O-])c1ccccc1.O=[N+]([O-])c1ccccc1

=====

ORCA calculation (wB97M-V/def2-TZVPD) on one molecule with the formula C3H7PS3.

Last column: Mulliken charge in e.
Element x y z (Å)
S  -1.51987  -0.25662  -0.29081  -0.13
S  -0.58764  -0.17313  3.87016  -0.18
S  -0.43217  -0.75589  -3.44820  -0.37
P  0.08649  -0.40262  -1.63690  0.25
C  1.09288  1.05727  -1.39555  -0.90
C  -0.94500  0.16214  2.29645  -0.30
C  -0.73121  -0.83560  1.20322  -0.34
H  -0.99822  -1.78722  1.60747  0.43
H  1.37869  1.44056  -2.34416  0.38
H  -1.20370  1.23415  2.08065  0.28
H  0.45132  -0.93347  0.99929  0.20
H  0.46106  1.84769  -1.09800  0.33
H  1.98104  0.84456  -0.68832  0.29
H  0.96633  -1.44181  -1.15530  0.07

Summary:
- Relative energy (zero: lowest compared OMol25 entry of this formula, charge and spin): 34.94 kcal/mol
- SMILES string: C[P@H](=S)SCC=S

=====

ORCA calculation (wB97M-V/def2-TZVPD) on a 3-piece molecular cluster, CH7O2S overall.

Last column: Mulliken charge in e.
Element x y z (Å)
S  0.94860  0.65239  -0.28371  -0.75
O  -0.73476  -1.47702  1.62646  -0.63
O  -0.80371  -1.47853  -1.74986  -0.69
C  -0.03262  1.95283  0.49596  -0.74
H  -0.00939  -0.88317  -1.62350  0.29
H  0.59906  2.69167  0.98169  0.24
H  -0.70638  1.55028  1.26907  0.22
H  -0.08353  -1.30398  0.90531  0.23
H  -0.04170  -1.62114  2.29077  0.28
H  -0.72934  2.49444  -0.15728  0.22
H  -1.24374  -1.15601  -0.94871  0.32

Summary:
- Total charge: -1
- Relative energy (zero: lowest compared OMol25 entry of this formula, charge and spin): 8.54 kcal/mol

=====

ORCA calculation (wB97M-V/def2-TZVPD) on C56H42BaN4O2P2 as an isolated structure.

Last column: Mulliken charge in e.
Element x y z (Å)
Ba  0.19268  -1.50113  -0.12498  1.73
P  1.99874  -3.93403  0.21070  0.90
P  2.31023  0.40339  0.57972  1.11
O  -9.57072  7.52214  -1.49449  -0.45
O  3.85633  -1.78232  0.35462  0.29
N  -1.65577  -0.21529  1.05746  -0.36
N  -5.07314  3.27284  0.36023  -0.10
N  -1.31079  -0.17226  -1.67093  -0.35
N  -4.83001  3.21287  -1.84721  -0.83
C  -6.93310  5.11389  -2.29505  -0.92
C  5.42279  -5.18680  2.12369  -0.97
C  6.45572  0.20076  -1.35039  -0.87
C  -3.02330  1.49483  -1.91918  0.81
C  4.03822  1.49984  4.12915  -0.85
C  3.76184  1.39193  2.77619  -0.36
C  1.23024  -5.24591  -3.55059  -0.79
C  -9.96353  7.96372  -2.78019  -0.83
C  0.74286  4.43873  -0.90692  -0.68
C  1.24194  -5.35296  1.05964  0.65
C  2.48334  -5.26065  -4.15050  -0.52
C  3.95306  0.46253  -0.21008  0.08
C  -3.95894  2.35036  -1.28635  0.78
C  4.44145  -2.86956  0.96142  -0.45
C  -1.84731  -0.27355  2.36202  -0.33
C  -8.21183  6.22792  -0.10861  -0.80
C  2.33101  -0.11794  4.62251  -0.81
C  -7.21247  5.30824  0.08873  -0.49
C  0.93221  3.36530  -1.76773  -0.81
C  1.10389  -4.85031  -2.23204  -0.70
C  1.67282  2.02981  0.09217  0.78
C  3.67662  -4.03941  0.93373  0.21
C  -2.88445  1.44302  -3.31127  -0.69
C  -1.19469  -0.19417  -2.98431  -0.35
C  -2.38423  0.64516  0.32297  0.03
C  -3.33841  1.50997  0.94617  0.75
C  -2.21700  0.65170  -1.11160  0.14
C  2.74980  0.53524  2.34225  0.20
C  4.54940  1.55893  -0.81778  -0.27
C  0.25605  -6.13116  3.11093  -0.66
C  6.13909  -4.00528  2.20608  -0.80
C  2.04843  -0.22925  3.27145  0.28
C  4.18240  -5.20007  1.50816  -0.57
C  -8.58997  6.61235  -1.40315  0.91
C  1.39006  2.16296  -1.26758  -0.12
C  3.60314  -4.86703  -3.43658  -0.79
C  1.45209  3.09318  0.95651  -0.72
C  -1.95779  0.58436  -3.85242  -1.06
C  5.86532  -0.90792  -0.76236  -0.67
C  -7.93419  6.03444  -2.49412  -0.38
C  -6.54714  4.73285  -1.00566  0.47
C  3.32027  0.75373  5.05357  -0.60
C  3.48476  -4.48051  -2.11135  -0.36
C  -3.49876  1.43740  2.34055  -0.73
C  -4.08968  2.36135  0.10989  -0.11
C  1.34088  -6.66423  0.60182  -0.28
C  -2.75527  0.52928  3.05284  -1.11
C  0.37950  -7.43909  2.66484  -0.59
C  0.99202  4.29831  0.44805  -0.79
C  4.61230  -0.76994  -0.19063  0.10
C  -5.49900  3.76291  -0.84966  0.27
C  5.65943  -2.84248  1.62368  -0.63
C  2.23647  -4.49382  -1.49894  0.89
C  0.68178  -5.08990  2.30873  -0.58
C  5.80862  1.42429  -1.37752  -0.93
C  0.90459  -7.70160  1.40796  -0.65
H  -0.15604  -5.93260  4.08841  0.44
H  0.36165  -5.54904  -4.11589  0.46
H  3.53352  0.84889  6.10792  0.42
H  -2.86389  0.42656  4.11954  0.48
H  6.22811  -1.92841  1.69907  0.60
H  -5.43029  3.55791  1.25467  0.17
H  0.61662  -4.05903  2.65979  0.26
H  4.57053  -4.86768  -3.91439  0.44
H  2.58359  -5.58287  -5.17565  0.42
H  7.42736  0.10239  -1.80651  0.45
H  1.65264  2.98236  2.01389  0.45
H  6.28068  2.27344  -1.84434  0.48
H  -0.45002  -0.87751  -3.37702  0.47
H  7.08142  -3.98670  2.72906  0.46
H  -6.95777  5.04646  1.10648  0.26
H  0.07435  -8.25382  3.30382  0.40
H  -10.37416  7.13852  -3.37023  0.34
H  4.03346  2.50733  -0.85704  0.48
H  -8.21144  6.30205  -3.50014  0.41
H  1.77374  -6.87138  -0.36743  0.45
H  4.81297  2.16894  4.47159  0.46
H  -9.12122  8.42032  -3.30927  0.35
H  0.83990  5.13781  1.10815  0.47
H  6.37256  -1.86001  -0.76564  0.60
H  3.60846  -6.11286  1.46668  0.49
H  0.12641  -4.85004  -1.74905  0.48
H  4.35914  -4.18029  -1.54984  0.44
H  0.73681  3.47795  -2.82394  0.50
H  5.81878  -6.09616  2.54838  0.46
H  0.40756  5.38680  -1.30114  0.45
H  0.99408  -8.72244  1.06933  0.44
H  4.32378  1.97293  2.05597  0.54
H  1.27741  -0.91925  2.92760  0.13
H  -1.25682  -1.00713  2.90265  0.47
H  -4.21349  2.08171  2.83257  0.49
H  -8.73140  6.67721  0.72283  0.44
H  1.57254  1.31995  -1.93254  0.52
H  -1.81188  0.49917  -4.91638  0.48
H  1.78442  -0.70648  5.34440  0.45
H  -3.52051  2.07940  -3.90420  0.64
H  -6.43607  4.67034  -3.14404  0.47
H  -10.73840  8.71333  -2.62640  0.24

Summary:
- Total charge: +2

=====

ORCA calculation (wB97M-V/def2-TZVPD) on one molecule with the formula C4H5N3O.

Last column: Mulliken charge in e.
Element x y z (Å)
O  -1.19309  2.12107  -1.33536  -0.01
N  -1.36333  2.17558  0.06245  -0.39
N  0.82539  -1.59838  -0.83137  -0.64
N  -0.23600  1.32186  -1.78758  -0.33
C  0.89319  -0.41642  0.05196  0.17
C  0.08640  0.70713  -0.50827  0.04
C  -0.65886  1.06158  0.46581  0.31
C  -0.17955  -0.18647  1.39830  -0.48
H  0.04008  -0.11834  2.60082  0.26
H  0.03676  -1.66282  -1.64128  0.30
H  1.99818  -0.06647  0.29796  0.24
H  -0.97789  -0.85534  1.28697  0.26
H  0.72873  -2.48300  -0.06039  0.27

Summary:
- Relative energy (zero: lowest compared OMol25 entry of this formula, charge and spin): 190.78 kcal/mol
- SMILES string: N[C@@H]1Cc2nonc21

=====

ORCA calculation (wB97M-V/def2-TZVPD) on C9H25BaIP2 as an isolated structure.

Last column: Mulliken charge in e.
Element x y z (Å)
Ba  -0.19292  -0.77401  -0.26458  1.31
I  2.57764  -1.74411  -1.67428  -0.63
P  0.93079  -2.45547  3.10812  0.30
P  -2.04341  -2.66545  1.20818  0.69
C  1.24480  2.44165  -0.05058  -0.85
C  2.15809  -3.51700  3.96419  -1.15
C  -3.47269  -3.69929  0.74565  -1.40
C  2.04435  -1.12916  2.47890  -0.75
C  -2.21810  -2.46660  3.02115  -0.96
C  -2.02516  0.52190  1.32536  -1.65
C  0.74216  -3.38558  1.50111  -0.29
C  -0.66839  -3.91970  1.14084  -1.11
C  -0.44502  2.04466  -2.12480  -1.15
H  1.53085  2.34936  -1.10084  0.35
H  -0.69206  -4.37439  0.12813  0.28
H  2.37449  -0.53055  3.34258  0.41
H  -1.54067  0.88273  2.24672  0.28
H  2.92486  -1.55064  1.97549  0.42
H  -3.73544  -4.35246  1.58544  0.40
H  0.20279  1.47155  -2.80494  0.42
H  0.32240  2.98630  0.18874  0.27
H  -1.50854  1.76909  -2.11011  0.37
H  1.40596  -4.24886  1.60255  0.53
H  -3.23201  -4.30498  -0.13734  0.35
H  -4.32634  -3.05794  0.48920  0.31
H  -1.98307  1.33538  0.57288  0.43
H  -0.17009  3.08022  -1.92161  0.33
H  3.11621  -2.98802  4.00434  0.38
H  -3.06852  0.26647  1.55134  0.24
H  2.26965  -4.46625  3.43092  0.31
H  -2.55800  -1.43715  3.22239  0.23
H  -1.01280  -4.69932  1.84168  0.36
H  -1.26004  -2.61239  3.56223  0.24
H  1.95148  2.17387  0.74730  0.37
H  1.22041  -2.80259  0.67483  -0.15
H  1.55161  -0.42440  1.78856  -0.24
H  1.81406  -3.71991  4.98514  0.33
H  -2.95658  -3.19914  3.37019  0.39

Summary:
- Relative energy (zero: lowest compared OMol25 entry of this formula, charge and spin): 100.39 kcal/mol

=====

Calculated electronic energy in order - -1689.707857 -1654.388949 -590.998756 -3236.566709 -394.663533 -1363.570297 hartree
Calculated E_LUMO in order - -1.101 -0.957 4.165 -5.259 0.042 -2.193 eV
Calculated E_HOMO in order - -9.87 -8.98 -2.93 -11.51 -9.85 -6.34 eV